Record 1
65
Properties=species:S:1:pos:R:3 method="wB97M-V/def2-TZVPD" total_charge=+1 lumo_energy_ha=-0.1931 homo_lumo_gap_ev=5.87 energy_ha=-1414.54561
C -2.2760 2.2963 -0.3912
C -1.8616 2.2910 1.0811
C -1.7404 3.6999 1.6630
Si -0.3137 1.2358 1.3647
C 0.5494 1.6903 2.9913
C 2.0575 1.4203 2.9872
C -0.1336 1.0096 4.1850
C -0.8687 -0.5846 1.4706
C -0.5699 -1.4319 0.2305
C -2.3401 -0.7351 1.8769
O 0.7623 1.4598 0.0354
C 1.7469 2.2637 -0.2552
C 2.6826 1.8612 -1.3374
H -3.2318 2.8285 -0.4981
H -1.5373 2.8158 -1.0161
H -2.4294 1.2824 -0.7843
H -2.6524 1.7702 1.6444
H -2.6567 4.2684 1.4511
H -1.6184 3.6776 2.7543
H -0.8962 4.2473 1.2222
H 0.4030 2.7775 3.0774
H 2.4706 1.6704 3.9743
H 2.2786 0.3619 2.7970
H 2.5811 2.0338 2.2424
H 0.2143 1.4553 5.1269
H -1.2281 1.1059 4.1702
H 0.1167 -0.0593 4.2200
H -0.2419 -0.9719 2.2895
H -0.9030 -2.4633 0.4242
H -1.1089 -1.0648 -0.6552
H 0.5063 -1.4703 0.0189
H -2.5632 -1.7898 2.0897
H -2.5978 -0.1682 2.7802
H -3.0092 -0.4184 1.0648
H 1.5902 3.3324 -0.0671
H 3.4268 1.1782 -0.8760
H 2.1071 1.3182 -2.1116
C 8.4473 4.7359 1.9870
O 7.1042 5.2419 1.8797
C 6.2404 4.6720 0.9958
C 4.9738 5.2730 0.8406
C 4.0606 4.7595 -0.0711
C 4.3570 3.6272 -0.8367
C 3.3525 3.0773 -1.8533
C 3.9653 2.8426 -3.2512
C 3.1441 2.2485 -4.2173
C 3.5966 2.0275 -5.5182
C 4.9003 2.3741 -5.8777
C 5.7443 2.9281 -4.9071
C 5.2607 3.2188 -3.6228
C 5.5695 2.9727 -0.6068
C 6.5369 3.5051 0.2509
H 8.9073 5.3410 2.7676
H 8.4516 3.6788 2.2761
H 8.9905 4.8629 1.0437
H 4.7463 6.1526 1.4404
H 3.0972 5.2624 -0.1959
H 2.5742 3.8500 -2.0108
H 2.1249 1.9586 -3.9543
H 2.9045 1.6005 -6.2458
H 5.2460 2.2349 -6.9074
H 6.7761 3.1680 -5.1461
H 5.9265 3.7306 -2.9247
H 5.8074 2.0544 -1.1425
H 7.5148 3.0200 0.3418

Record 2
90
Properties=species:S:1:pos:R:3 method="wB97M-V/def2-TZVPD" total_charge=+1 lumo_energy_ha=-0.2363 homo_lumo_gap_ev=1.82 energy_ha=-7038.11404
C 1.7490 -0.7666 -1.0933
C 2.7015 0.2600 -0.4064
C 3.1582 1.4074 -1.3697
C 2.3149 2.7464 -1.3902
C 0.8044 2.6641 -0.9793
C 0.0285 3.8640 -1.6859
O 0.6394 5.1125 -1.4744
C 0.1263 5.8660 -0.3734
C -0.7467 5.0921 0.6109
N -1.9265 4.5324 -0.1255
C -1.5254 3.8094 -1.3803
C -2.4620 4.2756 -2.5933
C -3.7394 3.3970 -2.5097
C -3.6956 1.9936 -2.5806
C -4.8130 1.1573 -2.4328
C -6.0769 1.7468 -2.1995
C -6.1553 3.1500 -2.1807
C -5.0225 3.9896 -2.3253
H 2.1804 -1.7783 -1.1454
H 0.8190 -0.7325 -0.4918
H 1.4816 -0.3418 -2.0813
H 3.6226 -0.3221 -0.1767
H 2.3154 0.5902 0.5714
H 3.2739 1.0212 -2.4027
H 4.1794 1.7090 -1.0452
H 2.3313 3.0911 -2.4504
H 2.7862 3.5523 -0.7966
H 0.3539 1.7322 -1.3881
H 0.6873 2.6752 0.1241
H 0.1407 3.6501 -2.7749
H -0.3908 6.7894 -0.7253
H 1.0224 6.2250 0.2317
H -1.1307 5.8320 1.3445
H -0.2240 4.3208 1.1977
H -2.6388 5.2480 -0.2903
H -2.3725 3.8574 0.5031
H -1.7701 2.7397 -1.2204
H -2.8095 5.3164 -2.3952
H -1.9590 4.2518 -3.5726
H -2.6961 1.5419 -2.7247
H -4.6555 0.0772 -2.4682
H -6.9361 1.0740 -2.0487
H -7.1434 3.5989 -1.9977
H -5.1572 5.0768 -2.2827
Cl 1.4468 -1.0666 2.5019
C 2.5966 -2.3480 2.8172
C 3.8658 -1.8487 3.4820
Cl 4.8526 -0.8609 2.3978
H 2.8100 -2.8517 1.8731
H 2.0713 -3.0693 3.4824
H 4.4914 -2.6983 3.7843
H 3.6436 -1.2565 4.3699
B 9.3370 -3.1881 3.0804
O 8.2868 -3.5790 4.0342
C 7.1824 -3.8196 3.3408
O 6.1368 -4.1584 3.8162
C 7.4626 -3.6000 1.8844
O 6.6891 -3.7316 0.9944
O 8.7399 -3.2299 1.7469
O 9.8633 -1.8641 3.3867
C 11.1909 -1.9333 3.6381
O 11.8721 -1.0143 3.9141
C 11.6596 -3.3509 3.5134
O 12.7420 -3.7483 3.6671
O 10.5408 -4.1464 3.1711
Al 2.9195 -4.5461 4.5212
O -8.7646 0.0736 -1.1583
H -9.0382 0.3570 -0.2790
H -9.3520 0.5551 -1.7528
C -10.9291 -4.6901 -2.6205
S -10.5149 -3.3399 -1.5034
O -11.5273 -2.2710 -1.7044
C -9.0203 -2.8286 -2.3651
H -11.8660 -5.1336 -2.2879
H -11.0478 -4.3097 -3.6354
H -10.1413 -5.4434 -2.5896
H -9.2565 -2.5634 -3.3968
H -8.2904 -3.6399 -2.3447
H -8.6105 -1.9598 -1.8518
F -0.2455 -3.1091 2.3287
C -3.5870 -1.6086 0.7163
Cl -4.5829 -3.0507 0.5139
Cl -1.8583 -1.9965 0.3073
Cl -4.0653 -0.3480 -0.3911
Cl -3.6916 -1.0380 2.3700
F 2.5386 6.2982 0.9394
Cl -1.7515 -1.5940 -1.7846
O 11.1554 -5.4957 3.0641
V 11.5208 -7.2265 3.3590
O 11.8563 -8.8209 3.6451

Record 3
77
Properties=species:S:1:pos:R:3 method="wB97M-V/def2-TZVPD" multiplicity=3 total_charge=-1 lumo_energy_ha="0.0907 / 0.0907" homo_lumo_gap_ev="7.29 / 7.26" energy_ha=-11590.13302
Ni -0.0225 -0.0828 0.2646
Br -1.9388 -4.0493 -2.3517
C -2.5554 -3.1956 -0.7774
C -3.6936 -3.7070 -0.1436
C -4.1805 -3.1310 0.9954
Br -5.7395 -3.8651 1.8066
C -3.5347 -2.0111 1.5687
C -3.9421 -1.3395 2.7430
C -3.2255 -0.2725 3.2038
C -2.0777 0.1379 2.5055
N -1.6844 -0.4689 1.4166
C -2.3832 -1.5177 0.9222
C -1.8545 -2.0832 -0.3069
O -0.8273 -1.5623 -0.8695
H -4.1892 -4.5686 -0.5691
H -4.8211 -1.6852 3.2707
H -3.5176 0.2483 4.1050
H -1.4591 0.9568 2.8489
C -0.5847 1.0718 -3.4532
Si 1.0136 0.1118 -3.4926
C 2.1728 0.8596 -4.7787
C 0.6923 -1.6795 -3.9179
As 1.9682 0.1663 -1.3414
Si 3.6668 -1.4440 -1.3630
C 2.8868 -3.0845 -0.9374
C 4.9527 -0.9610 -0.0851
C 4.5361 -1.5428 -3.0329
Si 2.9727 2.2636 -1.1728
C 4.4895 2.4437 -2.2760
C 1.6432 3.4966 -1.6288
C 3.4960 2.5013 0.6058
H -1.2024 0.8181 -4.3194
H -0.3995 2.1473 -3.4580
H -1.1281 0.8507 -2.5332
H 1.7400 0.7683 -5.7791
H 3.1421 0.3577 -4.7814
H 2.3373 1.9208 -4.5840
H 0.1220 -1.7455 -4.8492
H 0.1012 -2.1351 -3.1237
H 1.6147 -2.2484 -4.0449
H 2.4020 -3.0073 0.0388
H 3.6369 -3.8800 -0.9056
H 2.1191 -3.3592 -1.6630
H 4.4852 -0.7522 0.8784
H 5.5105 -0.0744 -0.3938
H 5.6675 -1.7763 0.0600
H 3.8524 -1.8758 -3.8149
H 5.3657 -2.2545 -2.9877
H 4.9388 -0.5713 -3.3261
H 4.2419 2.3302 -3.3321
H 5.2399 1.6918 -2.0227
H 4.9439 3.4286 -2.1332
H 1.4567 3.4938 -2.7042
H 1.9172 4.5140 -1.3363
H 0.7207 3.2066 -1.1162
H 4.2864 1.8002 0.8834
H 2.6424 2.3264 1.2650
H 3.8674 3.5188 0.7579
F -0.6058 1.6216 -0.3456
C 7.1272 -1.5419 4.0134
C 5.6702 -1.3394 3.6931
C 5.1111 -0.0680 3.6660
C 3.7679 0.1175 3.3624
C 2.9753 -0.9794 3.0767
C 3.5146 -2.2597 3.1042
C 4.8519 -2.4329 3.4129
S 1.2576 -0.7769 2.6655
O 1.1040 0.6157 2.2079
O 0.5176 -1.1067 3.8604
O 1.0314 -1.6873 1.5290
H 7.6503 -0.5887 4.0842
H 7.6167 -2.1416 3.2440
H 7.2499 -2.0650 4.9643
H 5.7357 0.7933 3.8749
H 3.3350 1.1076 3.3211
H 2.8838 -3.1053 2.8616
H 5.2756 -3.4313 3.4206